Record 1
This record from OMol25 describes one molecule with the formula C5H5FN2O at a distorted geometry. The level of theory is ωB97M-V/def2-TZVPD.

Each line ends with the Mulliken spin population.
Geometry (Å):
C 2.1659 -0.5539 -0.0709  0.00
C 2.0051 0.6402 -0.6800  0.01
C 0.1907 0.0465 0.2252  0.05
C -2.2344 -1.0441 0.0808  0.71
C -1.3902 0.1161 0.6474  0.11
N 1.0145 -0.8568 0.6396  0.02
N 0.7362 1.0390 -0.5041  0.00
O -2.9023 -1.0783 -0.9124  0.95
F -1.8354 1.3188 0.1082  0.01
H 3.1494 -1.0500 0.0591  0.00
H 2.7957 1.2825 -1.1038  0.00
H -2.3880 -1.9035 0.7856  0.13
H -1.5665 0.2333 1.6699  0.02
H 0.2592 1.8101 -0.9448  0.00

* DFT total energy: -13006.328 eV
* LUMO energy (alpha / beta): 0.8 / -2.7 eV
* energy relative to the best compared isomer or geometry (same formula, charge and spin): 0.00 kcal/mol
* multiplicity: 3
* gap between HOMO and LUMO (alpha / beta): 7.482 / 6.337 eV


Record 2
This record from OMol25 describes one molecule with the formula C7H10S at a distorted geometry. The level of theory is ωB97M-V/def2-TZVPD.

Each line ends with the Mulliken charge.
Geometry (Å):
C -2.2499 0.1791 0.8850  -1.08
C -1.7864 -0.9332 -0.1213  -0.28
C -0.6119 -1.3099 -0.5412  -0.68
C 0.6203 -0.5633 -0.3840  0.78
C 1.7669 -1.3124 -0.0715  -0.32
S 3.2227 -0.7474 0.4660  -0.27
C 0.5933 0.7159 -0.5573  -0.12
C 1.6555 1.7502 -0.1892  -1.27
H -2.8905 0.9484 0.3595  0.25
H -2.8756 -0.1777 1.6969  0.38
H -1.3004 0.5973 1.3285  0.30
H -2.6622 -1.6050 -0.1788  0.30
H -0.5559 -2.2882 -1.0618  0.29
H 1.6894 -2.4700 -0.1382  0.20
H -0.3186 1.0355 -0.9297  0.56
H 1.2780 2.7874 -0.5199  0.32
H 2.5133 1.5718 -0.9460  0.35
H 1.9121 1.8214 0.9028  0.29

* DFT total energy: -18253.613 eV
* LUMO energy: -0.6 eV
* energy relative to the best compared isomer or geometry (same formula, charge and spin): 60.01 kcal/mol
* structure (SMILES): C/C=C\C(C=S)=C\C
* gap between HOMO and LUMO: 7.751 eV


Record 3
This record from OMol25 describes C4H3N3O as an isolated structure at a distorted geometry. The level of theory is ωB97M-V/def2-TZVPD.

Each line ends with the Mulliken charge.
Geometry (Å):
C 0.3745 0.4901 1.1992  0.52
C -0.2449 -0.2299 -0.5640  0.17
C -1.1075 -0.6214 -1.6664  -0.56
C -1.7679 -0.9496 -2.6191  0.30
H 1.2400 0.6440 2.9904  0.36
H 1.7084 -0.5944 -1.2972  0.25
H -2.5571 -1.1459 -3.3200  0.44
N 1.5493 0.2223 0.5201  -0.78
N 1.0989 -0.1707 -0.6261  0.32
N -0.7474 0.2724 0.5800  -0.49
O 0.3472 0.8366 2.5264  -0.51

* DFT total energy: -10711.716 eV
* LUMO energy: 0.7 eV
* energy relative to the best compared isomer or geometry (same formula, charge and spin): 44.61 kcal/mol
* gap between HOMO and LUMO: 9.753 eV


Record 4
This record from OMol25 describes C15H23BN6PbSi as an isolated structure at a distorted geometry. The level of theory is ωB97M-V/def2-TZVPD.

Each line ends with the Mulliken charge.
Geometry (Å):
H 1.4898 -3.0869 -1.1919  0.44
N 1.7570 -1.0661 -1.7096  -0.54
B 2.3716 1.5053 -1.5574  0.34
N 2.4280 -0.0003 -1.1461  0.47
C 3.2687 -0.5030 -0.2101  -0.09
Pb -0.0076 -1.1240 -3.0780  0.26
H 4.0273 0.0956 0.2970  0.42
C 2.9375 -1.8351 -0.0356  -0.96
H 3.3946 -2.5146 0.6758  0.38
C 2.0244 -2.1734 -0.9877  -0.14
H 3.4085 1.8518 -2.0345  -0.11
C -1.0903 0.2484 0.5320  -0.70
H -1.4534 -0.7049 0.0396  0.11
H -1.4947 1.2171 0.0542  0.24
H -0.0193 0.2578 0.7257  0.07
N 2.1249 2.2434 -0.2293  0.30
N 1.1807 1.9362 -2.4629  0.50
N 1.5899 1.5413 0.9055  -0.50
N 0.2557 1.1100 -3.0530  -0.46
C 2.2984 3.5451 0.0601  -0.24
C 0.9196 3.2259 -2.8600  -0.24
H 2.7825 4.2126 -0.6208  0.50
H 1.5983 4.0243 -2.6945  0.38
C 1.8895 3.7421 1.3799  -0.89
C -0.2418 3.1837 -3.6321  -0.88
C 1.4427 2.4932 1.8693  -0.25
C -0.6374 1.8922 -3.7149  -0.16
H 1.7660 4.6828 1.9231  0.38
H -0.7906 4.0466 -4.0229  0.36
H 1.1738 2.1680 2.9388  0.34
H -1.4658 1.4234 -4.2478  0.39
H -1.4342 -0.0851 1.6853  0.04
C -3.6170 -4.2426 4.1255  -0.98
Si -3.5096 -3.4053 2.4495  0.46
C -2.6700 -4.4398 1.0779  -1.00
C -5.1020 -2.8048 1.6577  -1.05
C -2.4530 -1.9140 2.7529  -1.16
C -1.8594 -0.9494 2.3147  1.32
H -4.5292 -4.8682 4.1771  0.31
H -3.6372 -3.4556 4.8913  0.31
H -2.7219 -4.8667 4.2907  0.28
H -2.9500 -5.5122 1.1354  0.31
H -2.9661 -4.0471 0.0813  0.27
H -1.5730 -4.3469 1.1738  0.26
H -5.2317 -1.7386 1.8789  0.32
H -5.0581 -2.9219 0.5676  0.28
H -5.9686 -3.3567 2.0439  0.33

* DFT total energy: -38665.225 eV
* LUMO energy (alpha / beta): -0.3 / 0.0 eV
* energy relative to the best compared isomer or geometry (same formula, charge and spin): 93.86 kcal/mol
* gap between HOMO and LUMO (alpha / beta): 7.705 / 6.029 eV


Please write out number 2 again, unchanged.
This record from OMol25 describes one molecule with the formula C7H10S at a distorted geometry. The level of theory is ωB97M-V/def2-TZVPD.

Each line ends with the Mulliken charge.
Geometry (Å):
C -2.2499 0.1791 0.8850  -1.08
C -1.7864 -0.9332 -0.1213  -0.28
C -0.6119 -1.3099 -0.5412  -0.68
C 0.6203 -0.5633 -0.3840  0.78
C 1.7669 -1.3124 -0.0715  -0.32
S 3.2227 -0.7474 0.4660  -0.27
C 0.5933 0.7159 -0.5573  -0.12
C 1.6555 1.7502 -0.1892  -1.27
H -2.8905 0.9484 0.3595  0.25
H -2.8756 -0.1777 1.6969  0.38
H -1.3004 0.5973 1.3285  0.30
H -2.6622 -1.6050 -0.1788  0.30
H -0.5559 -2.2882 -1.0618  0.29
H 1.6894 -2.4700 -0.1382  0.20
H -0.3186 1.0355 -0.9297  0.56
H 1.2780 2.7874 -0.5199  0.32
H 2.5133 1.5718 -0.9460  0.35
H 1.9121 1.8214 0.9028  0.29

* DFT total energy: -18253.613 eV
* LUMO energy: -0.6 eV
* energy relative to the best compared isomer or geometry (same formula, charge and spin): 60.01 kcal/mol
* structure (SMILES): C/C=C\C(C=S)=C\C
* gap between HOMO and LUMO: 7.751 eV